Entry 1:
{
  "formula": "C9H14",
  "method": "wB97M-V/def2-TZVPD",
  "e_tot_ev": -9559.0505,
  "e_above_lowest_kcal_mol": 26.1,
  "smiles": "Cc1ccccc1.CC",
  "lumo_ev": 1.03,
  "total_charge": 0,
  "spin_multiplicity": 1,
  "homo_energy_ev": -8.9,
  "symbols": ["C", "C", "C", "C", "C", "C", "C", "H", "H", "H", "H", "H", "H", "H", "H", "C", "C", "H", "H", "H", "H", "H", "H"],
  "coordinates": [[3.08186, 1.31110, -1.46504], [1.74977, 0.81476, -1.02347], [0.68780, 0.68570, -1.93186], [-0.56865, 0.29178, -1.50275], [-0.87185, 0.15750, -0.16026], [0.10542, 0.55111, 0.76067], [1.40686, 0.73156, 0.32388], [3.79160, 1.36079, -0.63700], [3.08421, 2.35525, -1.78892], [3.43226, 0.69873, -2.29706], [0.92361, 0.72383, -2.98878], [-1.29791, -0.02250, -2.24273], [-1.80713, 0.08103, 0.36436], [-0.16034, 0.82030, 1.76203], [2.23454, 0.61380, 1.02187], [-2.65824, -1.52112, 2.70306], [-2.15478, -2.16025, 1.42582], [-2.63044, -2.08362, 3.64236], [-2.01077, -0.69777, 3.01935], [-3.67301, -1.13312, 2.61150], [-1.06875, -2.25168, 1.49636], [-2.40735, -3.22008, 1.31359], [-2.52196, -1.60673, 0.57862]],
  "atomic_forces_ev_per_a": [[0.6, 0.0, 0.0], [-1.6, 1.0, 0.2], [0.7, -0.7, 0.2], [-0.6, -1.0, -0.6], [0.9, 2.3, 1.6], [0.2, -0.3, -1.2], [1.1, -0.6, 0.2], [0.1, -0.6, -0.1], [-0.5, -0.1, -0.3], [0.4, 0.1, 0.1], [-0.2, 0.2, -0.1], [-0.1, 0.3, 0.0], [-0.6, -0.3, -1.1], [0.0, -0.6, 0.7], [-0.1, 0.9, 0.2], [-0.1, 0.6, 1.0], [0.4, -1.4, 1.0], [-0.1, -0.7, -0.5], [-0.1, 0.4, -0.5], [0.0, 0.0, 0.0], [0.1, 0.6, -0.6], [-0.7, 0.2, 0.1], [0.3, -0.2, -0.3]]
}

***

Entry 2:
{
  "formula": "C9H14",
  "method": "wB97M-V/def2-TZVPD",
  "e_tot_ev": -9558.7260,
  "e_above_lowest_kcal_mol": 33.6,
  "smiles": "Cc1ccccc1.CC",
  "lumo_ev": 1.00,
  "total_charge": 0,
  "spin_multiplicity": 1,
  "homo_energy_ev": -9.0,
  "symbols": ["C", "C", "C", "C", "C", "C", "C", "H", "H", "H", "H", "H", "H", "H", "H", "C", "C", "H", "H", "H", "H", "H", "H"],
  "coordinates": [[1.44627, -0.01057, -2.43314], [0.53522, 0.93501, -1.68378], [0.53278, 0.69820, -0.28184], [-0.52371, 1.29091, 0.40558], [-1.39678, 2.21160, -0.16709], [-1.15422, 2.70424, -1.45798], [-0.09757, 2.03590, -2.20117], [1.00628, -0.35901, -3.38647], [1.57997, -0.94445, -1.92601], [2.43048, 0.13890, -2.57503], [1.14329, -0.08144, 0.11297], [-0.47563, 1.15361, 1.48915], [-2.26540, 2.54509, 0.42881], [-1.69301, 3.53468, -1.96533], [0.15171, 2.34411, -3.20389], [-0.39014, -2.51262, 1.64399], [0.17820, -2.03968, 3.02395], [-1.16636, -3.24313, 1.82676], [-0.93217, -1.75296, 1.13998], [0.27646, -3.12830, 1.06743], [1.03496, -1.30686, 2.86420], [0.40760, -2.81422, 3.72813], [-0.62821, -1.39900, 3.55078]],
  "atomic_forces_ev_per_a": [[-3.4, -1.4, -1.0], [2.5, -0.7, 1.5], [-2.7, 0.9, -1.8], [1.6, -0.1, 1.1], [-0.7, 0.9, -0.4], [1.5, -1.2, -0.7], [-1.9, 0.8, 0.6], [0.2, 0.6, 0.2], [-0.7, -0.7, 0.9], [3.4, 2.0, -0.8], [0.3, -0.2, 0.5], [-0.8, -0.1, -0.2], [0.7, 0.1, -0.4], [0.3, -0.8, 0.7], [-0.2, 0.0, -0.3], [-0.2, -1.2, 2.2], [-1.1, 2.7, -0.8], [-0.5, -0.3, 0.4], [0.2, 0.9, -0.9], [0.8, 0.5, -0.6], [-0.8, -1.2, 0.4], [0.5, -0.5, 0.0], [1.1, -1.0, -0.8]]
}

***

Entry 3:
{
  "formula": "C9H14",
  "method": "wB97M-V/def2-TZVPD",
  "e_tot_ev": -9558.1385,
  "e_above_lowest_kcal_mol": 47.1,
  "smiles": "Cc1ccccc1.CC",
  "lumo_ev": 1.04,
  "total_charge": 0,
  "spin_multiplicity": 1,
  "homo_energy_ev": -8.8,
  "symbols": ["C", "C", "C", "C", "C", "C", "C", "H", "H", "H", "H", "H", "H", "H", "H", "C", "C", "H", "H", "H", "H", "H", "H"],
  "coordinates": [[-0.15809, -2.07296, -0.76313], [0.12613, -0.64687, -1.23649], [-0.79135, 0.03275, -2.19155], [-0.50847, 1.28359, -2.72621], [0.52004, 2.01940, -2.07800], [1.22140, 1.33228, -1.13524], [1.19288, -0.01106, -0.70289], [0.65245, -2.71947, -0.96114], [-0.97080, -2.58467, -1.34676], [-0.43129, -1.90060, 0.32910], [-1.63415, -0.54970, -2.65318], [-1.10694, 1.90919, -3.41998], [0.83003, 2.98679, -2.42744], [1.96187, 1.95190, -0.60181], [1.83118, -0.42580, 0.03232], [-0.76695, -0.59546, 2.47206], [0.06304, 0.48017, 3.01056], [-1.10792, -1.48113, 3.09977], [-1.63299, -0.10008, 2.02459], [-0.28707, -1.38568, 1.88142], [0.72387, 0.97215, 2.20075], [-0.56469, 1.23031, 3.46449], [0.83783, 0.27493, 3.72873]],
  "atomic_forces_ev_per_a": [[-2.2, 1.2, 0.0], [-2.6, -1.2, -1.8], [0.7, -1.5, -0.4], [0.0, 1.3, 1.3], [-0.8, -2.0, -1.0], [3.3, 1.5, 2.2], [-1.8, 2.5, -1.7], [1.3, -0.5, 0.5], [0.3, 0.8, 0.8], [0.3, -1.2, -1.6], [0.9, 0.5, 0.8], [0.1, -1.3, 0.2], [-0.1, 0.4, 0.3], [0.0, -0.2, -0.3], [0.6, -0.2, 0.5], [-1.2, -3.2, 0.1], [2.5, 1.8, -0.5], [-0.4, 1.9, 0.9], [0.0, -0.8, -0.5], [0.5, 1.4, -1.0], [-1.5, -0.5, 0.8], [-0.1, 0.5, 0.0], [0.1, -0.8, 0.6]]
}

***

Entry 4:
{
  "formula": "C9H14",
  "method": "wB97M-V/def2-TZVPD",
  "e_tot_ev": -9558.0210,
  "e_above_lowest_kcal_mol": 49.8,
  "smiles": "Cc1ccccc1.CC",
  "lumo_ev": 0.98,
  "total_charge": 0,
  "spin_multiplicity": 1,
  "homo_energy_ev": -8.9,
  "symbols": ["C", "C", "C", "C", "C", "C", "C", "H", "H", "H", "H", "H", "H", "H", "H", "C", "C", "H", "H", "H", "H", "H", "H"],
  "coordinates": [[-0.60591, 1.41276, 1.47827], [-0.16157, 0.08923, 0.82903], [1.08109, -0.37736, 1.19413], [1.36524, -1.72791, 0.92791], [0.42545, -2.48490, 0.28684], [-0.65269, -1.83261, -0.33476], [-1.07341, -0.57843, 0.03802], [-0.87615, 1.28203, 2.54232], [-1.44130, 1.95559, 0.95424], [0.32823, 2.04548, 1.38986], [1.90249, 0.11321, 1.78251], [2.31672, -2.02730, 1.28792], [0.76252, -3.49294, 0.25243], [-1.03713, -2.33204, -1.32543], [-1.98402, -0.09461, -0.34281], [-0.37496, 1.46049, -2.37040], [0.15239, 2.47469, -1.30079], [0.43742, 0.98010, -2.88816], [-1.17626, 0.75468, -2.01254], [-0.98521, 1.99237, -3.14872], [-0.50878, 2.47619, -0.42585], [1.19184, 2.12533, -1.12697], [0.13589, 3.60610, -1.42833]],
  "atomic_forces_ev_per_a": [[1.0, 0.7, -0.4], [-1.2, 2.9, 2.1], [1.1, -1.4, 0.2], [-0.8, 2.3, 0.8], [1.0, 0.6, -0.4], [-0.8, -2.5, -2.7], [0.9, -0.6, -0.4], [0.2, 0.0, -0.5], [0.7, -0.8, 0.7], [-1.3, -0.2, 0.6], [-1.5, 0.3, -0.7], [0.5, -1.1, 0.2], [-0.7, -1.0, -1.1], [0.0, 0.6, 2.4], [0.6, -0.4, 0.3], [-2.3, 1.8, -0.7], [-0.2, 0.3, 0.0], [0.1, -0.5, 0.0], [1.5, 0.5, 0.0], [0.8, -0.2, 0.3], [0.9, -0.6, -0.4], [-0.7, 0.6, 0.7], [0.3, -1.4, -1.2]]
}

***

Entry 5:
{
  "formula": "C9H14",
  "method": "wB97M-V/def2-TZVPD",
  "e_tot_ev": -9558.0669,
  "e_above_lowest_kcal_mol": 48.8,
  "smiles": "Cc1ccccc1.CC",
  "lumo_ev": 0.99,
  "total_charge": 0,
  "spin_multiplicity": 1,
  "homo_energy_ev": -8.9,
  "symbols": ["C", "C", "C", "C", "C", "C", "C", "H", "H", "H", "H", "H", "H", "H", "H", "C", "C", "H", "H", "H", "H", "H", "H"],
  "coordinates": [[-1.10824, 0.85869, -1.36198], [-0.59195, 0.60065, -0.00958], [-0.95040, -0.63664, 0.62579], [-0.62298, -0.87114, 1.90057], [-0.17277, 0.14948, 2.74266], [0.18887, 1.33930, 2.19599], [-0.05141, 1.58426, 0.82831], [-1.87495, 0.14273, -1.67308], [-0.39069, 0.83746, -2.21940], [-1.45419, 1.86771, -1.41623], [-1.61555, -1.26355, -0.11002], [-0.97819, -1.68823, 2.44780], [0.17484, 0.04491, 3.81668], [0.53062, 1.99041, 2.79989], [-0.00467, 2.52791, 0.41455], [1.37801, -0.59961, -2.89508], [1.48267, -1.90961, -2.15578], [0.33277, -0.16391, -2.88584], [1.97079, 0.21902, -2.37881], [1.58049, -0.67656, -3.97389], [2.44100, -2.12918, -1.65881], [1.30342, -2.79229, -2.90588], [0.67349, -2.00865, -1.48230]],
  "atomic_forces_ev_per_a": [[0.5, 0.3, -1.8], [-0.3, -1.0, 2.4], [-0.9, 0.7, -4.5], [-0.8, 0.4, 2.4], [2.1, -0.4, 0.8], [-2.7, -3.6, -5.0], [-0.6, -2.1, 0.2], [-0.1, 0.3, 0.3], [-0.5, 0.3, 1.4], [-0.8, 0.7, 0.0], [1.5, 0.4, 2.0], [-0.4, -1.7, 0.2], [-1.1, -0.5, -1.3], [2.5, 5.0, 3.8], [0.7, 2.1, -0.6], [-0.6, 1.9, -0.1], [0.1, -2.2, -2.1], [1.5, -1.4, -0.2], [-0.4, -0.9, -0.9], [0.6, 0.1, 0.5], [-0.4, 0.4, -0.2], [0.4, 1.5, 1.3], [-0.6, -0.1, 1.1]]
}

***

Entry 6:
{
  "formula": "C9H14",
  "method": "wB97M-V/def2-TZVPD",
  "e_tot_ev": -9559.6512,
  "e_above_lowest_kcal_mol": 12.2,
  "smiles": "Cc1ccccc1.CC",
  "lumo_ev": 1.01,
  "total_charge": 0,
  "spin_multiplicity": 1,
  "homo_energy_ev": -9.1,
  "symbols": ["C", "C", "C", "C", "C", "C", "C", "H", "H", "H", "H", "H", "H", "H", "H", "C", "C", "H", "H", "H", "H", "H", "H"],
  "coordinates": [[-1.15281, 0.11374, 1.50126], [-0.77910, -0.68792, 0.27620], [0.35694, -1.50757, 0.31195], [0.82511, -2.10273, -0.84285], [0.02884, -2.04681, -1.99613], [-1.13372, -1.32730, -2.02184], [-1.51231, -0.57487, -0.88524], [-1.79448, 0.91220, 1.18301], [-0.26583, 0.49521, 1.98604], [-1.68300, -0.42654, 2.28904], [0.82926, -1.64045, 1.27925], [1.65125, -2.79915, -0.83451], [0.38114, -2.63599, -2.83004], [-1.82385, -1.28379, -2.84584], [-2.35289, 0.09067, -1.04012], [0.96727, 3.64288, 0.94065], [1.75338, 2.44296, 1.47932], [0.53396, 4.23164, 1.74050], [1.66346, 4.24540, 0.35103], [0.27174, 3.29168, 0.18839], [2.58419, 2.06989, 0.87819], [1.08242, 1.59808, 1.56892], [2.17043, 2.55541, 2.48207]],
  "atomic_forces_ev_per_a": [[0.0, -0.5, 0.0], [-0.1, 0.3, 0.7], [-0.1, 0.3, -0.1], [-1.1, -0.6, 0.2], [0.9, -0.5, 0.0], [-0.6, 0.9, 1.0], [0.5, -0.7, -1.2], [-0.2, 0.7, 0.1], [0.1, 0.2, 0.0], [-0.1, -0.3, -0.3], [0.3, 0.0, -0.2], [0.3, 0.2, 0.1], [-0.2, 0.1, -0.3], [0.2, -0.2, -0.5], [-0.1, 0.0, 0.6], [1.6, -0.4, -0.6], [-0.1, -0.7, 0.5], [-0.3, 0.0, -0.2], [-0.1, 0.4, 0.3], [-0.6, 0.1, 0.2], [-0.1, 0.4, -0.4], [0.0, -0.2, 0.0], [-0.1, 0.5, 0.0]]
}

***

Repeat the fifth record exactly.
{
  "formula": "C9H14",
  "method": "wB97M-V/def2-TZVPD",
  "e_tot_ev": -9558.0669,
  "e_above_lowest_kcal_mol": 48.8,
  "smiles": "Cc1ccccc1.CC",
  "lumo_ev": 0.99,
  "total_charge": 0,
  "spin_multiplicity": 1,
  "homo_energy_ev": -8.9,
  "symbols": ["C", "C", "C", "C", "C", "C", "C", "H", "H", "H", "H", "H", "H", "H", "H", "C", "C", "H", "H", "H", "H", "H", "H"],
  "coordinates": [[-1.10824, 0.85869, -1.36198], [-0.59195, 0.60065, -0.00958], [-0.95040, -0.63664, 0.62579], [-0.62298, -0.87114, 1.90057], [-0.17277, 0.14948, 2.74266], [0.18887, 1.33930, 2.19599], [-0.05141, 1.58426, 0.82831], [-1.87495, 0.14273, -1.67308], [-0.39069, 0.83746, -2.21940], [-1.45419, 1.86771, -1.41623], [-1.61555, -1.26355, -0.11002], [-0.97819, -1.68823, 2.44780], [0.17484, 0.04491, 3.81668], [0.53062, 1.99041, 2.79989], [-0.00467, 2.52791, 0.41455], [1.37801, -0.59961, -2.89508], [1.48267, -1.90961, -2.15578], [0.33277, -0.16391, -2.88584], [1.97079, 0.21902, -2.37881], [1.58049, -0.67656, -3.97389], [2.44100, -2.12918, -1.65881], [1.30342, -2.79229, -2.90588], [0.67349, -2.00865, -1.48230]],
  "atomic_forces_ev_per_a": [[0.5, 0.3, -1.8], [-0.3, -1.0, 2.4], [-0.9, 0.7, -4.5], [-0.8, 0.4, 2.4], [2.1, -0.4, 0.8], [-2.7, -3.6, -5.0], [-0.6, -2.1, 0.2], [-0.1, 0.3, 0.3], [-0.5, 0.3, 1.4], [-0.8, 0.7, 0.0], [1.5, 0.4, 2.0], [-0.4, -1.7, 0.2], [-1.1, -0.5, -1.3], [2.5, 5.0, 3.8], [0.7, 2.1, -0.6], [-0.6, 1.9, -0.1], [0.1, -2.2, -2.1], [1.5, -1.4, -0.2], [-0.4, -0.9, -0.9], [0.6, 0.1, 0.5], [-0.4, 0.4, -0.2], [0.4, 1.5, 1.3], [-0.6, -0.1, 1.1]]
}

***

Please write out number 1 again, unchanged.
{
  "formula": "C9H14",
  "method": "wB97M-V/def2-TZVPD",
  "e_tot_ev": -9559.0505,
  "e_above_lowest_kcal_mol": 26.1,
  "smiles": "Cc1ccccc1.CC",
  "lumo_ev": 1.03,
  "total_charge": 0,
  "spin_multiplicity": 1,
  "homo_energy_ev": -8.9,
  "symbols": ["C", "C", "C", "C", "C", "C", "C", "H", "H", "H", "H", "H", "H", "H", "H", "C", "C", "H", "H", "H", "H", "H", "H"],
  "coordinates": [[3.08186, 1.31110, -1.46504], [1.74977, 0.81476, -1.02347], [0.68780, 0.68570, -1.93186], [-0.56865, 0.29178, -1.50275], [-0.87185, 0.15750, -0.16026], [0.10542, 0.55111, 0.76067], [1.40686, 0.73156, 0.32388], [3.79160, 1.36079, -0.63700], [3.08421, 2.35525, -1.78892], [3.43226, 0.69873, -2.29706], [0.92361, 0.72383, -2.98878], [-1.29791, -0.02250, -2.24273], [-1.80713, 0.08103, 0.36436], [-0.16034, 0.82030, 1.76203], [2.23454, 0.61380, 1.02187], [-2.65824, -1.52112, 2.70306], [-2.15478, -2.16025, 1.42582], [-2.63044, -2.08362, 3.64236], [-2.01077, -0.69777, 3.01935], [-3.67301, -1.13312, 2.61150], [-1.06875, -2.25168, 1.49636], [-2.40735, -3.22008, 1.31359], [-2.52196, -1.60673, 0.57862]],
  "atomic_forces_ev_per_a": [[0.6, 0.0, 0.0], [-1.6, 1.0, 0.2], [0.7, -0.7, 0.2], [-0.6, -1.0, -0.6], [0.9, 2.3, 1.6], [0.2, -0.3, -1.2], [1.1, -0.6, 0.2], [0.1, -0.6, -0.1], [-0.5, -0.1, -0.3], [0.4, 0.1, 0.1], [-0.2, 0.2, -0.1], [-0.1, 0.3, 0.0], [-0.6, -0.3, -1.1], [0.0, -0.6, 0.7], [-0.1, 0.9, 0.2], [-0.1, 0.6, 1.0], [0.4, -1.4, 1.0], [-0.1, -0.7, -0.5], [-0.1, 0.4, -0.5], [0.0, 0.0, 0.0], [0.1, 0.6, -0.6], [-0.7, 0.2, 0.1], [0.3, -0.2, -0.3]]
}